ORCA calculation (ωB97M-V with the def2-TZVPD basis set) on a structure of composition C16H19CoF2N2S.

Properties
HOMO energy (alpha / beta) (eV): -13.8 / -13.8
Max |F| (eV Å⁻¹): 1.45
Net charge: +2
Orbital gap (alpha / beta) (Eh): 0.1886 / 0.1877
Total energy (eV): -73760.948

Last column: natural (NBO) charge in e.
Element x y z (Å)
Co1 0.2456 -0.3647 -1.0271  0.88
C1 -2.7801 0.0001 0.5181  -0.66
C2 -1.9903 -0.3978 -0.6880  0.10
C3 -1.5717 -1.7187 -0.8950  -0.28
C4 -0.8317 -2.0817 -2.0477  0.08
C5 -0.3707 -3.4900 -2.2496  -0.66
C6 -0.4696 -1.0659 -2.9511  -0.22
C7 -0.8915 0.2817 -2.8020  0.06
C8 -0.5455 1.3232 -3.8238  -0.66
C9 -1.5984 0.5957 -1.6312  -0.27
H1 -2.1522 0.5409 1.2301  0.25
H2 -3.2014 -0.8686 1.0187  0.26
H3 -3.5905 0.6704 0.2327  0.27
H4 -1.8260 -2.4764 -0.1642  0.27
H5 0.6148 -3.6429 -1.8029  0.26
H6 -0.2877 -3.7231 -3.3095  0.27
H7 -1.0567 -4.1923 -1.7802  0.26
H8 0.1347 -1.3235 -3.8118  0.27
H9 0.3287 1.9009 -3.5186  0.26
H10 -1.3738 2.0188 -3.9484  0.27
H11 -0.3254 0.8648 -4.7852  0.26
H12 -1.9016 1.6197 -1.4472  0.27
F1 2.2759 -0.2536 -2.8802  -0.27
C10 1.9593 -0.1040 -1.6225  0.50
F2 1.9113 -1.3679 -0.9681  -0.30
H13 2.6312 0.6010 -1.1286  0.19
N1 1.9124 1.1003 5.5044  -0.74
C11 1.2695 1.8983 4.6407  0.03
S1 0.6451 3.3577 5.0272  0.02
C12 1.0782 1.3452 3.2581  0.02
C13 0.9035 2.2199 2.1850  -0.18
C14 0.6838 1.7223 0.9248  0.04
N2 0.6109 0.3989 0.6814  -0.49
C15 0.7788 -0.4569 1.7041  0.05
C16 1.0188 -0.0222 2.9914  -0.22
H14 2.0473 1.4316 6.4473  0.44
H15 2.4105 0.2706 5.2304  0.40
H16 0.9334 3.2870 2.3591  0.29
H17 0.5504 2.3813 0.0755  0.23
H18 0.7134 -1.5142 1.4825  0.22
H19 1.1073 -0.7657 3.7713  0.25

ORCA calculation (ωB97M-V with the def2-TZVPD basis set) on an isolated molecule of C16H19F3N2O3.

Properties
HOMO energy (eV): -7.9
Max |F| (eV Å⁻¹): 17.47
Orbital gap (Eh): 0.2956
ΔE to the lowest compared entry with this formula, charge and spin (kcal per mole): 332.3
Total energy (eV): -34162.690

Last column: natural (NBO) charge in e.
Element x y z (Å)
C1 -3.1180 1.9175 3.2006  -0.62
C2 -2.9444 2.7740 1.9058  -0.02
H1 -3.7250 2.5479 1.2034  0.20
H2 -2.9074 3.7499 2.1297  0.19
O1 -1.6092 2.3184 1.2408  -0.51
C3 -1.2892 1.3428 0.5922  0.75
O2 -2.0492 0.6128 0.3012  -0.60
C4 -0.0471 1.1706 0.1451  -0.53
H3 0.3946 0.2019 0.4809  0.28
H4 0.5959 2.0878 0.5584  0.23
C5 0.1051 1.3423 -1.2055  -0.13
N1 0.3698 0.0101 -2.0253  -0.46
C6 -0.7097 -0.8537 -2.2617  -0.20
C7 -1.8184 -0.1727 -2.8263  -0.22
N2 -2.1091 1.0783 -2.6103  -0.60
C8 -1.0502 2.0012 -1.8794  0.69
O3 -1.4054 3.1894 -1.8040  -0.59
H5 -2.8011 1.6039 -2.8751  0.40
H6 -1.6752 -0.2389 -3.9148  0.15
H7 -2.6384 -0.7251 -2.6676  0.20
H8 -1.0812 -1.0490 -1.0503  0.13
H9 -0.2105 -1.7368 -2.3256  0.24
C9 1.7759 -0.3220 -1.9199  -0.22
C10 2.3759 -0.8235 -0.5956  0.01
C11 1.5569 -2.2694 -0.1390  -0.15
C12 2.1299 -2.5228 1.0048  -0.17
C13 3.0909 -1.8270 1.6331  -0.20
C14 3.3811 -0.5863 1.4801  -0.16
C15 3.2225 -0.1302 0.1176  -0.27
H10 3.4795 0.8916 -0.2735  0.23
H11 4.0630 -0.0268 2.0447  0.22
H12 3.2738 -2.3018 2.7289  0.22
C16 1.6594 -3.8742 1.5077  0.96
F1 2.3694 -4.4311 2.4185  -0.32
F2 0.4200 -3.8783 1.7689  -0.31
F3 1.6904 -4.7920 0.7058  -0.31
H13 1.0014 -2.8232 -0.8912  0.25
H14 2.6253 0.6234 -2.2651  0.17
H15 1.8562 -1.1587 -2.7356  0.21
H16 1.0037 2.0680 -1.4817  0.25
H17 -2.3045 2.1717 3.9058  0.21
H18 -3.8985 2.1315 3.7419  0.20
H19 -3.0490 0.7083 2.9314  0.23

ORCA calculation (ωB97M-V with the def2-TZVPD basis set) on a structure of composition C16H19F6N9O2SbTi.

Properties
HOMO energy (alpha / beta) (eV): -14.8 / -14.8
Max |F| (eV Å⁻¹): 0.56
Net charge: +2
Orbital gap (alpha / beta) (Eh): 0.2908 / 0.2972
ΔE to the lowest compared entry with this formula, charge and spin (kcal per mole): 27.5
Total energy (eV): -80354.281
Multiplicity: 2

Last column: natural (NBO) charge in e.
Element x y z (Å)
Ti1 0.0784 -0.3873 -0.4125  1.74
N1 0.5513 -1.0433 1.8546  -0.66
N2 1.9258 -0.9018 2.2102  -0.41
C1 2.7840 -0.8023 1.1664  0.68
N3 4.0832 -0.9192 1.2951  -0.71
N4 2.1201 -0.5060 0.0558  -0.51
N5 2.5811 -0.4269 -1.1935  0.67
O1 1.5777 -0.3406 -1.9699  -0.46
O2 3.7194 -0.4070 -1.5286  -0.26
H1 -0.0075 -0.6257 2.5939  0.41
H2 0.3591 -2.0487 1.8260  0.43
H3 2.2266 -1.4083 3.0340  0.42
H4 4.5013 -1.2448 2.1537  0.44
H5 4.6534 -0.9218 0.4590  0.46
C2 -3.0089 2.9612 -1.2576  -0.23
C3 -4.2280 2.3249 -1.1298  -0.09
C4 -4.2318 0.9801 -0.8045  -0.20
C5 -3.0363 0.3098 -0.6177  0.19
N6 -1.8417 0.9275 -0.7177  -0.54
C6 -1.8569 2.2319 -1.0414  0.09
C7 -2.9992 -1.1175 -0.2543  0.18
C8 -4.1272 -1.9143 -0.2279  -0.20
C9 -4.0278 -3.2364 0.1726  -0.10
C10 -2.7953 -3.7209 0.5590  -0.21
C11 -1.7056 -2.8754 0.4790  0.08
N7 -1.7821 -1.6047 0.0555  -0.55
H6 -2.9373 4.0073 -1.5173  0.25
H7 -5.1560 2.8608 -1.2766  0.25
H8 -5.1683 0.4592 -0.6885  0.24
H9 -0.9076 2.7278 -1.1409  0.22
H10 -5.0824 -1.5167 -0.5309  0.24
H11 -4.9030 -3.8721 0.1866  0.25
H12 -2.6554 -4.7381 0.8942  0.26
H13 -0.7395 -3.2523 0.7586  0.22
N8 2.2782 5.5812 0.2696  -0.73
C12 1.8160 4.3368 0.1002  0.26
C13 1.8024 3.7151 -1.1641  -0.29
C14 1.3223 2.4404 -1.2913  0.04
N9 0.8437 1.7096 -0.2583  -0.60
C15 0.8537 2.3111 0.9484  0.06
C16 1.3101 3.5791 1.1761  -0.29
H14 2.6464 6.1105 -0.5020  0.42
H15 2.2898 6.0166 1.1756  0.42
H16 2.1693 4.2352 -2.0389  0.25
H17 1.3052 1.9732 -2.2662  0.23
H18 0.4588 1.7354 1.7780  0.20
H19 1.2820 3.9918 2.1756  0.24
F1 0.6262 -2.4093 -0.7874  -0.70
Sb1 1.7283 -4.1013 -0.5467  3.20
F2 1.7752 -4.1814 -2.3895  -0.64
F3 3.1980 -2.9177 -0.5482  -0.69
F4 0.0799 -4.9558 -0.4374  -0.66
F5 1.4948 -3.5607 1.2812  -0.71
F6 2.7561 -5.5683 -0.1194  -0.63

Which of these has the lowest max |F|? C16H19F6N9O2SbTi

What is the max |F| in the third record? 0.56 eV Å⁻¹

The lowest total energy belongs to which entry? C16H19F6N9O2SbTi